Below is a molecular structure, C19H20AsMoN4O2S5 at a distorted geometry, with properties calculated with ωB97M-V/def2-TZVPD.

The geometry in XYZ format:
```
52
Properties=species:S:1:pos:R:3:lowdin_spin:R:1
Mo -1.0457 -0.1496 0.1287 1.830
N 1.0425 -1.5928 3.5783 0.006
C 0.5761 -0.7940 2.5925 0.011
S -1.1776 -0.5460 2.5199 0.033
N 1.3962 -0.2406 1.7608 -0.010
N 0.7741 0.4576 0.7711 -0.024
C 1.3125 1.5829 0.3469 0.105
C 2.6610 2.0289 0.7116 0.010
C 2.8838 3.3223 1.1908 0.011
C 4.1606 3.7229 1.5448 -0.001
C 5.2287 2.8488 1.4108 0.010
C 5.0151 1.5625 0.9327 -0.001
C 3.7405 1.1497 0.5925 0.010
C 0.3657 2.3619 -0.4194 0.031
C 0.6614 3.5606 -1.0630 0.015
C -0.3458 4.2780 -1.6711 0.039
C -1.6440 3.7769 -1.6238 0.011
C -1.8666 2.5626 -1.0208 0.044
N -0.8928 1.8373 -0.4385 0.023
H 0.4589 -1.7146 4.3875 -0.001
H 2.0404 -1.5962 3.7268 0.000
H 2.0499 3.9985 1.3291 0.000
H 4.3198 4.7214 1.9296 0.000
H 6.2258 3.1698 1.6813 0.001
H 5.8466 0.8784 0.8281 0.000
H 3.5761 0.1498 0.2179 0.000
H 1.6853 3.9035 -1.0808 0.000
H -0.1333 5.2121 -2.1722 0.002
H -2.4687 4.3143 -2.0682 0.000
H -2.8579 2.1343 -1.0011 0.001
O -5.9315 0.4481 -4.7236 -0.008
C -5.0944 0.2353 -3.9046 -0.001
S -5.4227 0.1393 -2.1533 0.008
C -3.7669 -0.1602 -1.6744 -0.007
C -2.8207 -0.2261 -2.6529 -0.048
S -1.1593 -0.5471 -2.3403 -0.033
S -3.3663 -0.0105 -4.2947 -0.014
S -3.3714 -0.3743 -0.0055 -0.104
C -1.9778 -3.8228 1.6141 0.001
As -0.7652 -3.5355 0.1440 0.008
C 0.7461 -4.7097 0.3648 0.000
C -1.6488 -3.9347 -1.5216 0.000
O -0.1046 -1.9981 0.1248 0.043
H -2.2652 -4.8744 1.6236 0.000
H -2.8596 -3.1975 1.4983 -0.001
H -1.4663 -3.5691 2.5380 0.001
H 0.4572 -5.7543 0.2707 0.000
H 1.1690 -4.5275 1.3512 0.000
H 1.4805 -4.4554 -0.3967 0.000
H -1.8188 -5.0096 -1.5791 0.000
H -1.0043 -3.6128 -2.3355 -0.001
H -2.5979 -3.4043 -1.5701 0.000
```

Results
Kohn-Sham gap (spin up / spin down) (eV): 5.7 / 5.9
Expectation value of S²: 2.186
Charge: +1
HOMO energy (spin up / spin down) (eV): -10.242 / -10.400
Energy above the lowest of the compared OMol25 structures with the same formula, charge and spin (kJ/mol): 32.0
LUMO (spin up / spin down) (eV): -4.5 / -4.5
Spin multiplicity: 3